Run P
Molecular formula: C4H3NS
Method: DFT, ωB97M-V/def2-TZVPD

Each line ends with the Mulliken charge.
Element x y z (Å)
H 0.6713 0.9407 1.2325  0.2222
C -1.3876 -1.0796 -0.3698  -0.4161
H -2.3327 -1.1892 -0.8021  0.4524
C 0.7674 1.4603 -0.6981  0.1379
C 0.7985 0.4126 0.3454  -0.0130
H 1.8041 -0.2656 0.3662  0.2668
N 0.8150 2.3655 -1.3810  -0.3428
C -0.3226 -0.5643 0.1497  -0.0536
S -0.8134 -2.0804 1.1573  -0.2537

SMILES	N#CCC1=CS1
frontier orbital gap	0.3234	Eh
charge	0

=====

Run Q
Molecular formula: C4H3NS
Method: DFT, ωB97M-V/def2-TZVPD

Each line ends with the Mulliken charge.
Element x y z (Å)
H -2.3799 0.9205 0.4131  0.2727
C 2.8586 -0.0384 -0.0233  0.2586
C -0.4918 -0.1570 -0.1626  0.1556
H -2.4497 0.0756 -1.0074  0.2700
S 4.3118 -0.6457 -0.0205  -0.3947
C -2.0007 -0.0325 0.0017  -0.7492
N 0.5635 0.3397 0.0244  0.0169
C 1.7734 0.5459 0.1302  -0.0665
H -2.1850 -1.0081 0.6444  0.2366

frontier orbital gap	0.2641	Eh
charge	0

=====

Energetically preferred structure: run P | next structure: +24.8 kcal/mol

=====

Run P
Molecular formula: C4H3NS
Method: DFT, ωB97M-V/def2-TZVPD

Each line ends with the Mulliken charge.
Element x y z (Å)
S -1.7590 1.1382 -0.0704  -0.0668
N 1.2913 -1.3461 -0.0663  -0.6422
H 0.7141 1.3394 -0.6488  0.3934
C 0.0654 0.8710 0.0287  -0.5215
C -1.0700 -1.0539 -0.0522  0.1305
C 0.2647 -0.6707 -0.0165  0.2910
C -2.2024 -0.5184 0.0555  -0.1410
H 2.2491 -1.1268 -0.1387  0.2118
H 0.4468 1.3674 0.9088  0.3447

frontier orbital gap	0.2824	Eh
charge	0

=====

Run Q
Molecular formula: C4H3NS
Method: DFT, ωB97M-V/def2-TZVPD

Each line ends with the Mulliken charge.
Element x y z (Å)
C -0.9513 0.4666 -0.0303  -0.3318
S 2.7755 -0.2257 -0.0126  -0.2303
C -0.8044 -1.0095 -0.0133  -0.1301
C 0.3103 0.9842 0.0329  -0.2687
H -1.7021 -1.6663 0.0116  0.3493
C 1.1745 -0.1712 0.0090  0.2294
N 0.4057 -1.3664 0.0208  -0.4542
H 0.6606 2.0066 0.0238  0.4125
H -1.8688 0.9818 -0.0418  0.4239

SMILES	S=C1C=CC=N1
frontier orbital gap	0.2732	Eh
charge	0

=====

Run R
Molecular formula: C4H3NS
Method: DFT, ωB97M-V/def2-TZVPD

Each line ends with the Mulliken charge.
Element x y z (Å)
C 1.0672 -0.0475 0.3082  0.2871
C -0.1591 -1.0026 0.0371  -0.1540
C -1.2737 -0.4123 -0.1379  -0.2932
N -0.9696 1.0617 -0.1792  -0.4702
C 0.3134 1.1803 0.0865  -0.1501
H 0.6765 2.2495 0.1566  0.3690
S 2.6581 0.0288 -0.1340  -0.1483
H -2.3579 -0.9234 -0.0567  0.2732
H 0.0453 -2.1345 -0.0807  0.2865

SMILES	S=C1C=CN=C1
frontier orbital gap	0.2661	Eh
charge	0

=====

Run S
Molecular formula: C4H3NS
Method: DFT, ωB97M-V/def2-TZVPD

Each line ends with the Mulliken charge.
Element x y z (Å)
H -1.5720 -0.2515 2.4851  0.2872
N -0.6019 -1.6002 -1.7656  -0.3605
C -1.5987 -0.6612 1.4547  -0.8045
H -2.4377 -1.2420 1.1296  0.3072
C -0.7198 -0.3319 0.4849  0.8923
C -0.7172 -0.9335 -0.8263  0.0244
S 1.4733 1.2150 -0.2739  -0.1827
C 0.3857 0.6322 0.7794  -0.4637
H 0.5492 1.0205 1.7705  0.3001

SMILES	C=C(C#N)C=S
frontier orbital gap	0.2908	Eh
charge	0

=====

Energetically preferred structure: run Q | next structure: +4.2 kcal/mol

=====

Run P
Molecular formula: CH5NO3
Method: DFT, ωB97M-V/def2-TZVPD

Each line ends with the Mulliken charge.
Element x y z (Å)
C -0.8545 0.1345 -0.2146  0.6391
H 0.5183 0.5185 -1.6457  0.3478
H 2.4149 -0.2652 1.5164  0.3296
H -2.8692 0.5849 -0.7600  0.2300
O -0.1679 -0.2764 0.7247  -0.5332
N -2.2612 0.1273 -0.0479  -0.4397
H 3.0290 0.0327 0.1237  0.2946
H -2.5951 -0.6863 0.4240  0.2200
O -0.4491 0.5150 -1.4362  -0.4623
O 3.1741 -0.4740 0.9571  -0.6260

SMILES	NC(=O)O.O
frontier orbital gap	0.3967	Eh
charge	0

=====

Run Q
Molecular formula: CH5NO3
Method: DFT, ωB97M-V/def2-TZVPD

Each line ends with the Mulliken charge.
Element x y z (Å)
O 1.3682 2.2340 2.0233  -0.6202
H 0.2034 -1.5753 -1.9757  0.2055
H -2.4915 -1.7516 -0.3847  0.3256
O -1.5584 -2.0081 -0.4407  -0.4892
C -0.7954 -0.8732 -0.3359  0.6334
O -0.9637 -0.0412 0.5159  -0.5357
H 0.8209 -0.0874 -1.3135  0.2106
H 0.9548 2.4982 1.1990  0.3089
H 2.3032 2.4509 2.0006  0.3111
N 0.1584 -0.8462 -1.2883  -0.3501

SMILES	NC(=O)O.O
frontier orbital gap	0.4101	Eh
charge	0

=====

Energetically preferred structure: run Q | next structure: +4.4 kcal/mol

=====

Run P
Molecular formula: C3H8N2
Method: DFT, ωB97M-V/def2-TZVPD

Each line ends with the Mulliken charge.
Element x y z (Å)
N 1.7938 -0.2384 -0.1956  -0.2718
H 2.6544 -0.2421 0.3968  0.2630
H -1.8884 -0.3511 0.0534  0.2843
H -0.9996 -3.3089 0.2271  0.1824
H -1.9726 0.9988 1.1176  0.2699
H -1.8276 1.2696 -0.6638  0.2698
H 1.2532 1.3939 -1.5087  0.2738
H 1.2219 1.8918 0.2663  0.2248
N 0.7358 -0.6911 0.5984  -0.5504
C -0.0379 0.3163 0.1995  0.5399
H -0.6355 -2.6809 -0.2662  -0.1845
C -1.4871 0.6320 0.2027  -0.9648
C 1.1894 1.0102 -0.4277  -0.3363

frontier orbital gap	0.3659	Eh
charge	0

=====

Run Q
Molecular formula: C3H8N2
Method: DFT, ωB97M-V/def2-TZVPD

Each line ends with the Mulliken charge.
Element x y z (Å)
H 2.2870 -4.6755 -1.6716  0.1637
H -4.3507 4.5260 0.3889  0.1819
H -5.8595 4.0751 1.9066  0.2584
C 2.1987 -3.9967 -0.7809  -0.8255
C 3.0155 -2.9081 -0.9237  0.1833
H 4.3139 -3.2396 -2.5863  0.2153
H -3.1395 5.0087 1.6854  0.2581
H 2.8134 -2.1345 -0.1218  0.2013
C -4.1688 4.7378 1.4876  -0.2284
H 4.5256 -1.7764 -1.6553  0.2233
N -5.1059 4.7229 2.3904  -0.4700
N 3.9207 -2.5344 -1.9000  -0.4546
H 1.4344 -4.1013 -0.0767  0.2932

SMILES	C=CN.C=N
frontier orbital gap	0.3423	Eh
charge	0

=====

Run R
Molecular formula: C3H8N2
Method: DFT, ωB97M-V/def2-TZVPD

Each line ends with the Mulliken charge.
Element x y z (Å)
H 0.0428 -0.3760 1.9716  0.2094
C -0.3617 0.2557 -0.0128  0.4838
H 2.3429 -1.1968 -0.8878  0.2437
N -0.0816 0.4335 1.3664  -0.5476
H 0.2988 -0.6979 -1.7638  0.3424
C -1.5886 0.8956 -0.5949  -1.1365
H -1.3326 1.3164 -1.5576  0.2989
H -0.5420 1.1944 1.8245  0.1880
C 0.4953 -0.4757 -0.7209  -0.3103
N 1.6049 -1.1945 -0.2029  -0.6055
H -2.4113 0.1885 -0.7208  0.2386
H -1.9681 1.6536 0.0851  0.3417
H 1.9782 -0.7119 0.6115  0.2534

SMILES	C/C(N)=C/N
frontier orbital gap	0.3111	Eh
charge	0

=====

Energetically preferred structure: run R | next structure: +44.4 kcal/mol

=====

Run P
Molecular formula: C4H7N3
Method: DFT, ωB97M-V/def2-TZVPD

Each line ends with the Mulliken charge.
Element x y z (Å)
N 2.5362 -0.7103 0.0302  -0.7342
C 0.0148 -1.0442 -0.2498  -0.6287
C -0.9550 -0.1134 -0.0089  0.3245
H -0.1867 -2.1000 -0.3888  0.3017
H 1.2182 1.6310 -0.8708  0.2287
H 1.5914 1.4999 0.8729  0.2653
H -2.6561 -1.1970 -0.1356  0.2369
H -2.8551 0.3145 0.5764  0.2498
N -2.3230 -0.2462 -0.0766  -0.4831
H -0.9583 1.9287 -0.0188  0.2712
H 2.7150 -1.7104 -0.0300  0.2277
C 1.3069 -0.3814 -0.0848  0.4760
C 0.9827 1.0984 0.0604  -0.3809
N -0.4520 1.1299 0.3378  -0.3549

SMILES	[H]/N=C1\C=C(N)NC1
frontier orbital gap	0.3194	Eh
charge	0

=====

Run Q
Molecular formula: C4H7N3
Method: DFT, ωB97M-V/def2-TZVPD

Each line ends with the Mulliken charge.
Element x y z (Å)
N 0.9404 1.9292 -0.9144  0.2960
H 0.6513 -1.8107 -1.0247  0.2591
H -1.3845 0.6523 0.6827  0.1593
H -0.9058 -3.0303 0.3178  0.3110
N -0.0154 -1.3290 -0.4385  -0.2526
C -0.3312 0.9496 0.5296  -0.4215
H 0.2340 -2.2809 1.4506  0.2976
H -1.3689 -1.6252 1.2160  0.2686
C 0.1034 2.1933 0.1032  -0.4167
C 0.2171 0.0252 -0.3857  0.5891
H -0.0794 3.1917 0.4989  0.4046
C -0.5251 -2.0786 0.6876  -0.8161
N 1.0173 0.6187 -1.2577  -0.8863
H 1.4470 2.5946 -1.4654  0.2081

SMILES	CNc1cc[nH]n1
frontier orbital gap	0.3318	Eh
charge	0

=====

Run R
Molecular formula: C4H7N3
Method: DFT, ωB97M-V/def2-TZVPD

Each line ends with the Mulliken charge.
Element x y z (Å)
N -2.1757 -0.3467 -0.5748  -0.1898
H 1.9100 -0.0991 1.4832  0.3487
H -3.0252 0.0362 -0.9703  0.2502
H -2.8361 -0.7228 1.3763  0.4149
N -0.9967 0.1788 -1.0993  -0.3510
C -0.6678 -0.2182 1.2267  -1.0440
H 1.3146 0.9788 -1.2073  0.2546
H 3.0306 0.9341 0.5472  0.2745
C -1.9580 -0.4506 0.7922  -0.2029
H 2.7362 -0.7538 0.0452  0.2589
N 1.1436 0.5811 -0.2958  -0.2484
C 2.2787 0.1428 0.4855  -0.7983
H -0.6352 -0.4538 -1.8057  0.3099
C -0.1189 0.1930 -0.0030  0.7227

SMILES	CNC1=C=CNN1
frontier orbital gap	0.3094	Eh
charge	0

=====

Run S
Molecular formula: C4H7N3
Method: DFT, ωB97M-V/def2-TZVPD

Each line ends with the Mulliken charge.
Element x y z (Å)
N 0.2089 -0.4724 1.0047  -0.2436
C 1.2323 0.6330 -0.8745  0.3937
H -0.7451 0.8875 -1.3565  0.3098
H -1.4042 1.6419 0.2546  0.2883
H 0.4138 -0.8810 1.8974  0.2604
H -1.3862 -1.4153 -0.0462  0.2642
H -1.8075 -0.4796 1.4026  0.3251
N 2.4048 -0.9744 0.3772  -0.6815
H -2.3718 0.6145 -0.8548  0.3616
C -1.1572 -0.4866 0.5051  -0.3564
C 1.3046 -0.3461 0.2105  0.3276
H 3.0880 -0.6404 -0.3039  0.2745
N 1.6184 1.1735 -1.8213  -0.4425
C -1.3988 0.7454 -0.3949  -1.0813

SMILES	[H]/N=C(\C#N)NCC
frontier orbital gap	0.3772	Eh
charge	0

=====

Energetically preferred structure: run P | next structure: +22.2 kcal/mol